[1]
{
  "formula": "C6H10",
  "method": "ωB97M-V/def2-TZVPD",
  "relative_energy_kj_mol": 97.9,
  "total_charge": 0,
  "smiles": "C1C[C@@H]2C[C@@H]2C1",
  "elements": ["H", "C", "H", "C", "C", "H", "H", "H", "H", "H", "H", "C", "H", "H", "C", "C"],
  "positions_angstrom": [[-0.82568, 1.61243, -1.32648], [0.98185, 0.96946, -0.29660], [-0.11793, -1.90723, 0.99006], [-0.97324, -0.55891, -0.51993], [-1.44800, 0.47117, 0.45769], [-1.12246, 0.33834, 1.48772], [-1.63229, -0.92099, -1.30940], [2.44278, -0.49451, 0.36684], [1.57122, 1.08625, -1.21907], [0.28183, -2.30951, -0.65263], [1.07258, 1.90077, 0.27316], [-0.47816, 0.87207, -0.60989], [-2.44426, 0.87799, 0.34426], [1.19070, -0.17273, 1.52925], [1.34626, -0.32434, 0.45240], [0.15480, -1.44028, 0.03261]],
  "forces_ev_per_angstrom": [[-0.25, -0.45, -0.14], [-0.16, 0.07, 0.06], [-0.15, 0.14, -0.25], [0.30, 0.23, -0.23], [-0.21, 0.13, 0.22], [-0.03, 0.14, -0.13], [0.12, -0.15, 0.41], [-0.90, -0.69, -0.30], [-0.21, -0.11, 0.21], [0.86, 0.91, 0.23], [0.67, -0.25, 0.25], [-0.09, 0.00, -0.28], [-0.03, -0.10, 0.08], [-0.02, -0.04, -0.25], [-0.63, -0.47, -0.09], [0.73, 0.63, 0.23]]
}

=====

[2]
{
  "formula": "C40H34CaN9O2S4",
  "method": "ωB97M-V/def2-TZVPD",
  "total_charge": -1,
  "elements": ["C", "H", "C", "H", "C", "H", "N", "H", "H", "C", "O", "H", "C", "C", "C", "N", "H", "C", "C", "C", "H", "C", "C", "N", "N", "H", "S", "Ca", "N", "C", "H", "C", "H", "H", "S", "H", "H", "N", "H", "C", "C", "H", "H", "C", "C", "C", "C", "H", "H", "C", "H", "C", "O", "C", "C", "H", "C", "H", "C", "H", "C", "H", "C", "H", "N", "N", "C", "S", "H", "C", "C", "C", "C", "C", "C", "H", "C", "S", "H", "H", "C", "C", "H", "C", "H", "H", "N", "H", "H", "C"],
  "positions_angstrom": [[-0.04586, -0.52321, -4.27346], [-1.56816, 4.81939, 0.81950], [-4.64783, 2.41847, -6.11999], [1.48674, 0.91178, -1.62013], [0.15899, -2.55605, 3.77512], [3.21717, -1.52988, 3.21555], [0.27116, 2.53852, 1.99936], [4.92082, 4.24339, 4.90985], [-0.82202, -1.25183, -4.47238], [0.97447, 0.95063, 3.41126], [-2.88106, 0.55967, -0.65688], [0.74618, 3.27141, 4.86887], [1.51714, -3.07984, -1.93825], [2.37887, -4.17112, -2.05857], [2.04120, 1.86984, 3.89740], [-2.75150, 1.83960, -3.03265], [4.73748, -4.94595, 1.15039], [3.19942, -2.19860, 2.36114], [3.35842, 1.56975, 3.55538], [0.27593, -0.24939, -2.95284], [2.68308, 2.07015, -3.45806], [-2.34976, 2.93570, -6.54311], [0.65625, -2.91227, 5.01351], [0.43757, -1.39138, -0.52789], [2.35412, -1.91047, 1.40365], [3.55779, 0.66999, 2.98704], [-1.77270, 1.57024, -0.65844], [-0.77359, -0.62457, 1.33221], [-2.63628, -1.94001, 1.43634], [1.37831, -2.36385, -0.74591], [-0.99678, 2.63702, -4.90799], [1.76886, 3.03454, 4.60494], [-3.39645, 1.21991, -2.54271], [-6.19024, -3.45845, 1.65150], [-0.72625, -1.07705, -1.64886], [-3.90677, 3.11423, -8.01253], [1.66805, -2.16588, 6.76038], [-0.79411, 3.13561, -2.57189], [2.59245, 4.77668, 5.54209], [-4.61586, -2.46482, 2.69790], [1.25090, 0.68936, -2.65515], [0.14672, 4.57988, 0.60577], [-5.10732, 1.74631, -4.13403], [1.28842, -1.93616, 5.77281], [4.39110, 2.41815, 3.92026], [-5.19399, -3.03450, 1.59484], [-3.02032, 2.18189, -4.35407], [3.82250, -5.44104, -1.12018], [-0.35851, -3.28197, 3.15781], [-2.02423, 2.60674, -5.23812], [2.38974, -4.71971, -2.99322], [2.31171, -2.69520, 0.30694], [-1.20248, -2.29464, -2.35060], [-3.21850, -2.51818, 0.37281], [-1.73089, 2.19116, -2.21707], [-1.16115, 3.95022, -3.04456], [0.89917, -0.39327, 3.97740], [0.39904, -0.12843, -6.33319], [-3.65913, 2.85248, -6.99248], [-0.19268, 3.36216, -1.79101], [1.42184, -0.66636, 5.24753], [-4.90227, -3.49509, -0.50670], [1.62238, 1.03969, -5.00809], [-5.67361, 2.34702, -6.45802], [-0.71433, 4.36305, 1.08058], [0.26300, -1.33220, 3.27278], [4.06573, -4.09806, 1.22739], [-2.41189, 2.73688, 2.26198], [0.52934, -3.91752, 5.38832], [4.11488, 3.57449, 4.63534], [1.92366, 1.33145, -3.68409], [-0.84426, 3.17077, 1.74919], [4.07445, -3.29630, 2.33205], [3.19047, -3.81173, 0.15816], [2.80570, 3.87509, 4.98169], [0.89475, -2.81611, -2.77657], [-3.32557, -1.88285, 2.60478], [-2.63104, -1.11120, 3.94946], [1.91456, 0.12306, 5.79797], [4.74441, -3.46654, 3.16469], [0.63752, 0.10675, -5.30329], [-4.48130, -3.06328, 0.39013], [-5.11816, -2.41664, 3.65285], [-4.33599, 2.08295, -4.81585], [-1.56640, 3.25462, -7.21914], [-2.63511, -2.54728, -0.53967], [0.15454, 1.28950, 2.48211], [2.15523, 1.53916, -5.80846], [5.40767, 2.18006, 3.63307], [3.18447, -4.57060, -1.02601]],
  "forces_ev_per_angstrom": [[-0.08, -0.11, 0.00], [0.01, 0.00, -0.01], [0.01, -0.01, -0.05], [0.00, -0.06, 0.02], [-0.02, -0.13, 0.05], [-0.09, -0.01, 0.07], [0.84, 0.46, -0.65], [-0.01, 0.01, 0.04], [0.02, -0.03, -0.02], [0.33, 0.58, -0.10], [-0.71, -0.30, 0.23], [-0.03, 0.02, -0.07], [-0.19, 0.37, 0.26], [0.27, -0.18, 0.11], [0.08, 0.06, -0.12], [0.28, -0.28, 0.51], [-0.02, -0.01, -0.04], [-0.06, 0.13, -0.09], [-0.14, 0.00, 0.12], [-0.26, -0.03, 0.00], [0.02, -0.03, 0.04], [-0.09, 0.04, -0.06], [0.11, 0.04, 0.11], [-0.37, 0.15, -0.07], [-0.04, 0.21, 0.21], [0.05, 0.01, -0.06], [0.13, 0.95, -0.42], [-0.37, 0.86, -0.06], [-0.93, -0.73, -0.05], [0.42, -0.43, -0.62], [0.05, -0.03, -0.03], [-0.02, -0.09, 0.13], [-0.01, -0.08, 0.01], [-0.01, -0.01, 0.02], [1.58, -0.50, -0.47], [0.00, 0.00, 0.00], [0.01, 0.01, 0.00], [-0.14, -0.29, 0.05], [-0.03, 0.01, -0.01], [-0.12, -0.08, -0.28], [0.10, 0.01, 0.16], [0.03, -0.02, 0.12], [-0.02, 0.01, 0.00], [-0.06, -0.07, -0.13], [0.03, 0.00, -0.03], [0.12, 0.06, 0.11], [0.02, 0.30, -0.51], [0.05, 0.03, 0.05], [-0.04, 0.01, 0.02], [0.02, -0.11, 0.16], [0.01, 0.01, -0.01], [0.15, -0.27, -0.26], [-0.59, -0.13, -0.17], [-0.20, -0.17, -0.13], [-0.20, 0.43, 0.06], [0.00, 0.00, 0.01], [-0.05, -0.60, 0.32], [-0.02, 0.02, -0.01], [0.01, 0.00, -0.03], [0.04, 0.11, -0.04], [0.00, 0.15, -0.15], [0.04, -0.01, -0.02], [0.00, -0.02, -0.05], [-0.01, -0.03, 0.02], [0.23, 0.10, -0.23], [0.77, -0.23, 0.67], [0.02, 0.05, 0.09], [0.01, -0.17, -0.04], [-0.01, -0.03, -0.05], [0.07, -0.02, -0.04], [0.01, 0.02, -0.03], [-0.70, 0.07, 0.45], [0.08, -0.04, -0.06], [-0.16, 0.22, 0.14], [-0.01, 0.05, 0.03], [-0.03, -0.12, 0.01], [-0.07, -0.10, 0.18], [-0.08, 0.34, 0.23], [-0.01, -0.01, 0.02], [0.00, -0.06, -0.01], [0.03, 0.08, 0.01], [0.06, -0.02, -0.10], [-0.02, 0.01, 0.00], [0.09, -0.03, 0.20], [0.02, -0.01, 0.01], [-0.01, 0.01, -0.03], [-0.15, -0.20, 0.64], [0.01, 0.00, 0.01], [0.02, 0.01, 0.02], [-0.05, -0.10, -0.32]]
}

=====

[3]
{
  "formula": "C45H43AsN4O5PbS2",
  "method": "ωB97M-V/def2-TZVPD",
  "total_charge": 0,
  "elements": ["O", "C", "H", "C", "C", "O", "H", "H", "C", "N", "H", "H", "C", "C", "C", "C", "H", "O", "O", "H", "C", "C", "C", "C", "H", "C", "H", "H", "C", "H", "H", "C", "Pb", "H", "C", "C", "C", "C", "C", "S", "H", "C", "C", "H", "H", "C", "H", "O", "H", "H", "N", "H", "C", "C", "C", "C", "H", "C", "H", "H", "C", "H", "C", "C", "H", "H", "H", "H", "H", "C", "H", "H", "C", "H", "H", "C", "H", "C", "H", "C", "H", "C", "S", "C", "As", "N", "H", "C", "H", "C", "C", "C", "H", "C", "H", "H", "N", "C", "H", "C", "H"],
  "positions_angstrom": [[-4.27637, 3.66040, -1.81433], [5.94450, -2.76587, 1.19911], [2.89948, 0.66373, 1.70009], [-4.12000, -1.78176, -2.09525], [0.35997, -3.62714, 1.48107], [0.11620, 2.78247, 0.78193], [2.98715, 3.57337, 4.38430], [5.25802, 2.68342, 4.02945], [-1.86564, -4.35161, -0.03386], [-1.87678, 1.86757, -3.65231], [-2.37291, 8.54705, 0.33211], [2.98012, -0.98431, 2.31018], [5.18068, 2.90739, 1.89611], [-0.81205, -3.68255, -0.63523], [3.42840, -2.55207, 0.07347], [-3.29297, 2.96175, -1.99880], [-3.58322, 2.98856, -3.99614], [-2.59756, 2.38201, -1.07704], [1.28042, -0.68589, 0.13709], [-1.29282, 2.21076, -4.40311], [-0.68389, -4.33111, 2.06537], [-5.25251, -2.07843, -1.34151], [4.35365, -1.53382, -0.11640], [-2.49607, 6.41160, 0.15587], [-2.93853, 6.42416, -0.83134], [5.61553, -1.64744, 0.44473], [-2.74169, -2.31193, 2.06127], [2.64926, -6.33544, -4.19239], [0.29416, -3.32327, 0.12665], [0.91487, 5.16739, 1.78265], [-2.03124, -1.42435, 3.43214], [-1.43844, 6.33688, 2.71552], [-0.75824, 1.13107, -1.29184], [2.03892, -2.28004, -5.45981], [-2.26695, 5.18935, 0.77187], [-1.42043, -0.72643, 1.49507], [4.41517, 3.32049, 0.81436], [-2.43327, -1.33306, 2.42472], [1.99664, -3.61480, -2.32178], [1.59015, -1.09763, -2.58686], [2.50734, -4.65693, -5.97984], [3.38941, 3.50433, 3.38002], [3.14078, 3.82990, 1.01557], [-1.04130, 6.30927, 3.72481], [-3.18435, -1.92592, -4.00688], [-1.73224, 5.14626, 2.05411], [-2.28077, 0.96362, -3.88324], [-2.09894, -0.54614, -2.29518], [2.31577, -5.68444, -1.82387], [6.33939, -0.85606, 0.30195], [-1.69791, -0.53419, 0.25368], [-1.43512, 8.47717, 2.61984], [-0.11536, -0.39394, 2.04337], [4.66582, 3.00158, 3.18136], [2.36474, -4.35260, -4.95123], [-6.31668, -2.75053, -1.92013], [3.03999, -4.48614, 0.93636], [2.33150, -0.11026, 2.22213], [1.05875, 4.79007, 3.52242], [-0.85980, -3.42447, -1.68763], [-1.47193, 3.82947, 2.71562], [-1.41934, 3.91866, 3.80378], [1.21464, 4.41278, 2.51042], [-1.79247, -4.68717, 1.31105], [6.17858, 2.51890, 1.73939], [-0.09755, -0.19718, 3.10803], [-2.22882, 3.08430, 2.46280], [-2.74416, -4.60290, -0.61322], [-5.28262, -1.77106, -0.30562], [-2.18758, 7.59455, 0.81193], [-3.33184, -0.71366, 2.43727], [-7.08904, -3.66911, -3.70072], [-2.95022, -1.07586, -1.49211], [-0.63799, -4.58383, 3.11683], [2.53542, 4.14018, 0.17378], [-4.06748, -2.16773, -3.43027], [4.07746, -0.65142, -0.68121], [1.09217, -0.43116, 1.43371], [-7.19970, -2.96724, -1.33261], [2.10289, -3.01446, -4.66861], [-2.52973, 4.27336, 0.26239], [2.25912, -4.93941, -2.60890], [0.09332, 3.00476, 2.26472], [2.44372, -5.30345, -3.94098], [1.71500, -2.41160, -0.77261], [-2.88214, -1.09758, -0.18629], [2.08529, 0.24506, 3.22053], [3.75812, -3.68506, 0.80650], [4.81273, 3.25004, -0.19001], [1.92280, -2.67183, -3.34153], [5.01874, -3.78299, 1.38031], [-6.25638, -3.14282, -3.25176], [-5.07679, -3.15532, -5.04334], [2.61835, 3.92677, 2.30148], [-2.61197, -5.21817, 1.77780], [5.27816, -4.65645, 1.96373], [-2.84427, 2.82957, -3.32728], [-5.12859, -2.85233, -4.00526], [1.21508, -3.32931, 2.07443], [-1.66105, 7.55696, 2.09644], [6.92731, -2.84728, 1.64468]],
  "forces_ev_per_angstrom": [[-0.04, 0.01, 0.00], [0.01, -0.01, 0.00], [0.01, 0.03, 0.00], [0.02, -0.01, -0.01], [0.00, -0.02, -0.02], [-0.17, -0.01, 0.12], [0.00, 0.00, 0.01], [0.00, 0.00, 0.00], [0.00, -0.02, 0.00], [-0.02, 0.03, 0.01], [0.00, 0.00, 0.00], [0.03, -0.03, -0.01], [0.00, 0.00, -0.01], [0.03, 0.00, 0.03], [-0.02, -0.02, 0.00], [0.05, 0.09, 0.10], [0.00, -0.03, 0.01], [0.06, -0.13, 0.09], [-0.01, -0.04, -0.19], [-0.02, 0.01, 0.00], [0.03, 0.00, 0.02], [0.00, -0.03, 0.01], [-0.04, 0.03, 0.05], [-0.01, 0.00, 0.01], [0.01, 0.01, -0.02], [0.00, 0.01, 0.01], [0.01, 0.04, 0.02], [0.00, -0.01, -0.01], [-0.02, -0.03, -0.01], [0.01, 0.01, 0.02], [0.00, -0.01, 0.01], [0.01, 0.02, -0.02], [0.16, -0.19, -0.12], [0.01, 0.00, -0.02], [-0.04, 0.04, -0.02], [-0.05, -0.07, 0.01], [0.01, 0.01, 0.01], [-0.02, -0.03, 0.01], [0.04, -0.01, -0.05], [0.04, 0.06, -0.04], [0.00, -0.01, -0.01], [-0.01, 0.01, 0.01], [0.00, -0.04, -0.01], [-0.01, 0.00, 0.00], [0.01, -0.01, 0.00], [0.00, -0.03, 0.04], [0.01, 0.00, 0.00], [0.05, 0.07, 0.04], [0.00, 0.00, 0.00], [0.01, 0.00, 0.00], [0.01, 0.11, -0.02], [0.00, 0.00, 0.00], [0.04, 0.04, 0.02], [0.00, -0.02, 0.00], [-0.01, 0.00, 0.01], [0.00, 0.00, 0.00], [0.01, -0.01, 0.00], [0.03, 0.00, -0.06], [0.00, 0.01, 0.00], [-0.01, 0.01, 0.00], [0.03, 0.00, -0.05], [-0.03, -0.03, 0.01], [0.03, -0.12, 0.01], [0.01, -0.04, -0.03], [0.01, -0.01, 0.00], [-0.01, 0.04, 0.01], [0.00, 0.01, -0.01], [0.00, 0.01, -0.01], [0.00, 0.01, 0.01], [-0.01, 0.00, -0.02], [-0.01, 0.01, 0.00], [0.00, 0.00, 0.00], [-0.07, 0.01, 0.02], [0.00, 0.00, 0.00], [-0.01, 0.00, -0.01], [0.00, 0.02, -0.01], [0.01, -0.01, 0.00], [-0.06, 0.08, 0.11], [-0.01, 0.00, 0.00], [-0.01, -0.02, 0.02], [-0.01, -0.11, -0.05], [-0.04, 0.00, 0.03], [0.07, 0.05, -0.11], [0.00, -0.01, 0.00], [-0.08, 0.11, 0.16], [-0.01, 0.04, -0.05], [-0.01, 0.01, 0.02], [0.03, 0.00, -0.02], [0.00, 0.00, 0.00], [-0.02, 0.06, 0.01], [-0.01, -0.01, -0.01], [0.00, 0.00, -0.01], [0.00, 0.00, 0.00], [0.00, 0.01, 0.00], [-0.01, -0.01, 0.00], [0.00, -0.01, 0.01], [0.02, 0.03, -0.07], [-0.01, 0.00, 0.00], [-0.01, 0.02, 0.02], [0.00, 0.00, 0.01], [0.00, 0.00, 0.00]]
}

=====

[4]
{
  "formula": "C4H7NO2",
  "method": "ωB97M-V/def2-TZVPD",
  "relative_energy_kj_mol": 82.7,
  "total_charge": 0,
  "smiles": "C[C@H]1NC(=O)CO1",
  "elements": ["C", "H", "H", "C", "C", "N", "O", "O", "H", "H", "H", "H", "C", "H"],
  "positions_angstrom": [[1.43510, -0.74266, 0.72948], [-2.44960, 0.01097, 0.55406], [-0.06583, -0.30694, -1.35383], [-1.95726, -0.15966, -0.40774], [1.49638, 0.72313, 0.29274], [0.16669, 1.08763, 0.19413], [2.47525, 1.37459, 0.01292], [0.07879, -1.12320, 0.52413], [-0.02782, 1.99273, -0.21490], [-2.24436, -1.13864, -0.80341], [2.13275, -1.35591, 0.14550], [1.69247, -0.82875, 1.78920], [-0.45539, -0.13253, -0.33124], [-2.27717, 0.59923, -1.13103]],
  "forces_ev_per_angstrom": [[0.27, 0.00, 0.02], [0.20, -0.01, -0.11], [-0.09, -0.05, 0.11], [0.01, -0.01, 0.03], [0.27, 0.11, -0.05], [0.12, 0.10, -0.19], [-0.32, -0.12, 0.51], [0.01, 0.02, -0.03], [0.05, -0.20, -0.21], [-0.07, 0.15, 0.12], [-0.15, 0.11, -0.02], [-0.04, -0.01, -0.12], [-0.20, 0.03, -0.23], [-0.05, -0.11, 0.17]]
}

=====

no.,Kohn-Sham gap (Ha),LUMO energy (eV),electronic energy (a.u.)
1,0.403,1.24,-234.56523
2,0.225,2.18,-4458.48735
3,0.271,0.06,-5560.81122
4,0.397,0.89,-361.84937